DFT (the ωB97M-V functional and the def2-TZVPD basis) results for a cluster of 16 separate species, C72H177BN11O33 in total.

```
294
Properties=species:S:1:pos:R:3:forces:R:3
O 1.756139 2.600856 -2.767694 -0.273 -2.293 1.967
C 1.597909 1.801916 -1.834754 1.386 1.825 -3.166
O 0.882109 2.009306 -0.792584 -1.295 0.405 1.703
B 1.044409 0.944256 0.230756 -0.647 0.249 -0.367
O 1.857889 -0.027534 -0.474424 0.334 -0.702 0.502
C 2.267369 0.416766 -1.640664 1.043 -0.924 -0.913
O 3.024039 -0.205024 -2.366354 -1.103 1.005 0.777
O -0.261881 0.333116 0.663136 -0.161 -0.170 -0.765
C -0.369311 0.396076 1.947726 -2.504 -0.801 4.606
O -1.277831 -0.033924 2.743176 3.176 1.577 -3.840
C 0.892449 1.169496 2.502586 -1.647 -0.860 0.751
O 1.614209 1.457316 1.468126 1.338 0.421 -0.943
O 1.089659 1.428346 3.655486 0.279 0.029 -0.336
C 6.129899 -0.678854 -4.171644 -1.298 0.360 0.107
O 4.956979 0.116636 -4.355894 0.308 0.086 -0.477
H 6.493129 -0.863594 -5.182604 0.490 -0.051 0.288
H 6.818699 -0.147794 -3.514664 0.439 -0.061 -0.251
H 5.855229 -1.619514 -3.694354 0.196 -0.246 -0.067
H 4.306179 -0.055754 -3.671544 -0.093 -0.048 0.204
C 1.088899 5.636156 -3.863634 -1.206 -1.604 -0.398
O 1.767089 6.828526 -3.816414 0.673 1.514 -0.020
H 1.444999 4.888766 -4.572654 0.643 0.059 -0.185
H 0.996069 5.097916 -2.920344 0.112 0.199 0.309
H 0.082949 5.834706 -4.233414 -0.166 0.248 0.256
H 2.721019 6.740116 -3.754824 -0.071 -0.406 0.057
C -1.759811 2.976926 4.500856 0.968 0.083 0.603
O -1.355911 4.159236 5.234576 -0.161 -0.599 -0.441
H -1.082381 2.174476 4.792876 -0.131 -0.001 0.300
H -2.781801 2.693046 4.751916 -0.093 0.088 -0.222
H -1.579641 3.035986 3.427466 -0.358 0.435 -0.098
H -1.528401 4.935146 4.696236 -0.066 0.021 -0.102
C -1.376211 2.912076 -3.522454 -0.819 0.657 0.205
O -2.580391 3.719066 -3.674364 1.421 -1.007 -0.901
H -1.013341 3.026376 -2.501004 0.592 0.334 -0.185
H -1.449181 1.832726 -3.655744 -0.914 -0.337 -0.128
H -0.666761 3.187696 -4.302714 0.087 0.538 0.394
H -3.158771 3.600276 -2.917414 -0.489 -0.055 0.616
C -2.805761 0.785506 8.950076 -0.820 -0.487 -0.542
O -2.328451 0.043306 7.830616 -0.775 0.299 1.100
C -1.065111 0.459106 7.441576 0.610 0.322 -1.163
C -0.733101 -0.155204 6.094336 0.695 -0.274 0.172
N -0.276881 -1.520724 6.220026 0.299 -1.304 -1.051
C 0.052179 -2.086814 4.883096 1.259 -0.086 0.576
C 0.303619 -3.586874 4.934896 1.635 1.467 -0.191
O -0.847761 -4.092564 5.401266 -3.183 -3.005 0.837
C -0.955111 -5.531994 5.278156 -0.093 0.879 -0.292
H -3.821711 0.416386 9.090466 -0.037 0.139 0.226
H -2.853391 1.854306 8.741526 0.089 0.161 -0.213
H -2.263681 0.658816 9.887196 0.425 -0.324 -0.089
H -0.325401 0.231726 8.209196 0.285 -0.336 0.005
H -1.017261 1.537946 7.293546 -0.313 0.476 0.115
H 0.082029 0.406036 5.637526 -0.004 0.172 -0.039
H -1.560761 -0.155834 5.385056 -0.378 0.728 0.129
H -1.058811 -2.089544 6.511806 -0.202 -0.093 0.476
H 0.976119 -1.636114 4.520746 0.073 0.388 -0.041
H -0.698721 -1.943114 4.106186 -0.324 0.281 0.089
H 1.118119 -3.902304 5.586966 0.495 0.337 0.271
H 0.589989 -3.916884 3.936306 -0.241 -0.236 -0.467
H -1.923351 -5.924174 5.589286 -0.150 0.640 0.356
H -0.199281 -6.040404 5.876766 0.279 0.022 -0.152
H -0.903361 -5.778244 4.217596 0.472 -0.208 -0.115
C -0.025851 -3.147614 0.616826 -0.980 0.158 -1.041
O -1.348541 -3.722614 0.778856 1.632 -0.111 0.216
C -2.385851 -2.769744 0.821076 -0.394 -0.710 0.558
C -3.711921 -3.522974 0.729066 -0.458 0.728 -0.037
N -4.831571 -2.770264 1.289546 -0.961 0.789 -0.773
C -4.954041 -1.345284 0.909506 0.120 0.091 0.807
C -6.304571 -0.751354 1.393456 -0.517 0.202 -0.984
O -6.348341 0.696596 1.289466 1.463 -1.253 0.306
C -7.400101 1.336096 1.975386 -0.103 -0.577 -1.339
H 0.746769 -3.888144 0.410006 -0.444 -0.513 0.287
H 0.338649 -2.503234 1.416836 -0.421 -0.009 0.416
H -0.093431 -2.555684 -0.295944 0.291 0.367 -0.042
H -2.313451 -2.035544 0.018696 0.239 0.198 -0.134
H -2.406781 -2.258024 1.783266 0.343 0.356 0.121
H -3.663101 -4.468474 1.269206 0.231 -0.013 0.051
H -3.938121 -3.761044 -0.310294 0.018 -0.075 -0.145
H -4.820601 -2.742974 2.299116 0.274 -0.421 0.418
H -4.842501 -1.195164 -0.164324 -0.225 -0.151 -0.181
H -4.147611 -0.768204 1.362006 0.265 0.359 0.144
H -6.662081 -1.077994 2.369976 0.670 0.021 0.445
H -7.041381 -1.176834 0.712156 -0.395 0.079 -0.231
H -7.237471 2.397006 1.785276 -0.070 0.077 0.522
H -7.478181 1.049716 3.024186 0.127 0.167 0.118
H -8.292041 1.055706 1.415096 -0.678 0.108 0.411
C -8.090621 2.571306 -5.128894 0.346 -0.463 0.648
O -7.727121 2.545516 -3.722514 -0.197 0.516 -0.548
C -6.344751 2.794686 -3.450904 0.580 -0.207 -0.948
C -6.045081 3.611086 -2.189384 -0.379 0.642 1.048
N -4.701851 3.486776 -1.598724 0.760 -0.858 -0.850
C -4.421111 2.147886 -1.032674 0.362 1.145 0.245
C -3.123301 2.271186 -0.202124 -0.041 0.518 -0.870
O -3.187611 3.286386 0.806666 -1.546 -1.914 -0.418
C -4.001181 2.877676 1.890716 0.852 1.229 2.392
H -7.649061 3.374366 -5.718994 0.106 0.490 0.458
H -9.176071 2.617446 -5.217004 0.069 0.130 0.341
H -7.778871 1.670776 -5.658004 0.146 -0.390 0.241
H -5.937421 3.309216 -4.321214 0.142 0.536 0.049
H -5.761081 1.874926 -3.489414 -0.208 -0.480 0.464
H -6.695491 3.462716 -1.327384 -0.978 -0.766 -0.390
H -6.226281 4.661086 -2.419064 0.278 0.159 -0.174
H -4.647421 4.076176 -0.780344 -0.273 0.705 -0.153
H -4.299591 1.459326 -1.868864 0.070 -0.380 0.320
H -5.234051 1.872066 -0.360994 -0.152 -0.574 -0.077
H -2.323001 2.657136 -0.833514 0.119 -0.372 -0.255
H -2.832861 1.316206 0.235776 0.005 -0.087 0.078
H -3.796861 1.879016 2.276756 0.285 -0.246 -0.473
H -5.075771 3.030586 1.990596 -0.283 0.041 -1.542
H -3.646001 3.570626 2.653466 -0.046 -0.144 0.433
C 4.017769 -2.779274 0.332336 0.171 -0.546 0.781
O 4.191219 -2.723824 1.747336 0.669 -1.747 -0.726
C 3.805819 -1.550724 2.335596 -0.942 1.211 -0.685
C 4.061489 -1.564954 3.799616 1.725 -0.298 -0.448
N 5.548809 -1.635464 4.015736 -1.116 1.783 -0.939
C 5.792589 -1.853364 5.394426 0.917 -1.224 0.811
C 7.289519 -2.035524 5.812956 -1.392 0.141 1.352
O 7.378009 -2.309354 7.253896 -0.006 0.400 -0.437
C 6.652419 -3.432324 7.724936 0.159 -0.431 -1.175
H 4.637799 -2.046124 -0.183564 -0.161 0.313 -0.027
H 2.961589 -2.689684 0.078266 -0.054 0.307 -0.157
H 4.356139 -3.771824 0.034936 -0.030 0.014 -0.036
H 2.743319 -1.378974 2.163286 -0.575 0.012 0.004
H 4.296579 -0.725514 1.819576 0.300 0.452 0.248
H 3.582169 -2.437464 4.243536 -0.238 -0.267 0.156
H 3.585419 -0.677204 4.215966 0.453 0.178 0.293
H 5.937739 -2.372294 3.444846 -0.178 -0.152 -0.075
H 5.225029 -2.766344 5.574546 0.091 -0.407 1.171
H 5.365359 -1.056554 6.003246 0.041 0.026 -0.056
H 7.808019 -1.084234 5.693316 0.087 -0.128 -0.091
H 7.817139 -2.821944 5.273266 -0.121 -0.143 -0.206
H 6.799859 -4.250624 7.020126 -0.032 -0.351 -0.194
H 5.574719 -3.272934 7.760326 -0.041 0.243 0.293
H 7.030369 -3.816334 8.672446 0.108 0.631 0.127
C -6.153641 -0.387554 6.469096 1.210 -0.527 0.248
O -5.915441 -0.214544 5.076246 -0.550 0.575 -0.049
C -4.546071 -0.128174 4.662866 -0.028 -1.475 -0.652
C -3.854721 -1.500644 4.708456 0.681 0.126 0.955
N -4.661301 -2.615604 4.228206 -0.303 -0.233 0.964
C -4.102191 -3.901354 4.696596 0.403 -0.435 -1.420
C -4.992301 -5.128734 4.363716 0.609 1.115 0.697
O -6.142101 -5.071754 5.186306 -0.896 0.395 -0.727
C -7.353711 -5.505244 4.547606 0.801 -0.125 0.611
H -7.195501 -0.505114 6.767096 -0.181 0.167 -0.865
H -5.739471 0.406316 7.090646 0.131 0.407 -0.202
H -5.646951 -1.295244 6.796936 0.062 -0.253 0.185
H -3.965401 0.607606 5.219236 -0.075 0.034 0.164
H -4.502531 0.093126 3.596456 -0.725 0.698 0.023
H -3.519131 -1.652044 5.734396 -0.067 -0.347 0.493
H -2.913131 -1.473534 4.160026 -0.033 0.272 -0.365
H -5.574511 -2.486924 4.639996 -0.392 -0.126 0.039
H -3.701681 -3.901544 5.710356 -0.595 0.110 0.517
H -3.183221 -4.011454 4.120856 0.212 -0.250 -0.243
H -4.466681 -6.061644 4.567416 0.313 -0.075 0.060
H -5.204511 -5.114534 3.294676 -0.400 0.131 -0.109
H -7.488781 -5.117214 3.538006 0.208 0.262 -0.052
H -8.173541 -5.162594 5.178936 0.015 -0.186 -0.050
H -7.316621 -6.593124 4.490606 -0.380 -0.188 -0.036
C 2.941799 -3.370564 -2.981974 -1.221 -0.086 -0.057
O 2.727599 -4.752124 -3.298754 0.382 0.152 0.007
C 1.423359 -5.202904 -2.938464 0.495 0.540 0.984
C 1.279369 -6.646514 -3.195544 0.958 -1.674 -2.166
N 1.794989 -7.084404 -4.516734 0.242 0.822 -1.831
C 1.157019 -6.422554 -5.715434 -0.528 -0.912 1.510
C 1.757049 -6.812664 -7.053054 1.138 0.130 -0.073
O 3.177269 -6.491714 -7.085644 -0.738 -0.289 0.701
C 3.747649 -6.517834 -8.370234 -0.312 0.116 0.060
H 2.224949 -3.094254 -2.208754 -0.072 0.261 0.108
H 2.720099 -2.764364 -3.860314 0.088 0.150 -0.052
H 3.921349 -3.089024 -2.595534 0.268 -0.721 -0.233
H 0.612409 -4.637824 -3.397984 0.269 0.299 0.052
H 1.376009 -5.173244 -1.849894 -0.523 0.785 0.348
H 0.238839 -6.968734 -3.155804 -0.114 0.122 0.289
H 1.871409 -7.260364 -2.516744 -0.164 0.173 0.378
H 2.740349 -6.751054 -4.640334 0.560 -0.222 0.763
H 1.103529 -5.335014 -5.665454 0.233 0.246 0.237
H 0.145989 -6.807204 -5.581454 -0.462 0.234 -0.938
H 1.291809 -6.247954 -7.860974 -0.354 0.168 -0.023
H 1.618899 -7.870584 -7.276284 0.083 -0.229 0.109
H 3.417319 -5.649724 -8.940644 -0.078 0.161 -0.237
H 3.469649 -7.416874 -8.920274 -0.017 -0.225 -0.080
H 4.833829 -6.475644 -8.289484 -0.077 -0.031 0.205
C -0.339001 -1.379504 -12.770584 -1.347 -0.477 0.134
O 0.208089 -1.704034 -11.530764 1.814 0.363 -0.051
C 0.070409 -3.053894 -11.171214 -0.460 0.190 1.889
C 0.833579 -3.292224 -9.812194 -1.568 2.426 -1.254
N 0.330439 -2.327284 -8.743864 0.618 -2.182 0.382
C 0.993379 -2.773754 -7.478754 -0.216 0.141 -1.282
C 0.703409 -1.845834 -6.369184 0.240 1.561 -0.033
O 1.332239 -0.567344 -6.648474 -0.552 -0.674 0.721
C 1.127009 0.328026 -5.562534 0.805 0.627 -0.445
H -0.328051 -0.310384 -12.982624 0.300 -0.041 0.392
H -1.375711 -1.697194 -12.659284 -0.572 0.191 -0.688
H 0.067879 -1.914804 -13.628494 0.438 -0.172 0.028
H 0.335709 -3.785514 -11.934404 0.548 0.146 -0.278
H -0.988751 -3.211554 -10.967664 -0.381 -0.227 0.072
H 1.882879 -3.106084 -10.041184 0.326 -0.472 0.318
H 0.579679 -4.312514 -9.524714 0.412 0.059 0.303
H 0.634969 -1.368064 -8.829074 0.149 0.076 -0.919
H 2.070709 -2.771184 -7.644394 0.329 -0.494 0.201
H 0.605789 -3.765004 -7.243584 0.247 -0.123 0.103
H 1.104699 -2.179114 -5.412104 -0.350 -0.329 0.078
H -0.374771 -1.685764 -6.372524 -0.250 -0.015 0.539
H 1.356559 -0.061504 -4.570724 0.046 -0.628 -0.025
H 0.126439 0.759156 -5.529484 -0.273 -0.071 -0.205
H 1.855319 1.126746 -5.702884 -0.177 0.173 -0.060
C 6.236979 1.510046 6.565576 0.068 -0.198 0.564
O 5.058529 2.097856 7.154596 0.760 -0.726 -0.445
C 3.994299 1.130086 7.230516 1.003 0.355 -0.486
C 2.814369 1.719986 7.939466 0.133 0.848 0.678
N 2.490619 3.151446 7.654676 -0.593 -1.909 -0.956
C 2.035059 3.283736 6.228496 0.730 1.291 0.506
C 2.024659 4.809566 5.933006 0.528 -1.925 0.587
O 3.353799 5.334716 6.261576 -1.755 0.263 -0.907
C 3.535549 6.657856 5.763556 -0.271 -0.482 -0.141
H 6.109339 1.210976 5.525206 -0.372 -0.125 -0.085
H 6.617889 0.674246 7.152466 -0.615 -0.706 0.103
H 7.155509 2.096316 6.592156 -0.642 1.217 0.062
H 4.309669 0.291886 7.851846 0.234 -0.346 -0.042
H 3.791069 0.728606 6.237726 -0.185 0.138 -0.292
H 3.102259 1.617146 8.985716 -0.264 0.524 0.316
H 1.919169 1.106106 7.840086 0.029 -0.490 -0.419
H 1.563509 3.154446 8.055386 -0.049 0.787 0.946
H 1.011869 2.917696 6.143676 -0.201 -0.049 -0.313
H 2.629179 2.734856 5.497836 0.325 0.081 0.265
H 1.188889 5.168376 6.533706 0.375 0.846 0.514
H 1.631739 4.862016 4.917646 0.809 0.742 -0.488
H 3.507599 6.645436 4.673986 0.002 0.128 -0.221
H 4.499059 7.062566 6.073316 0.034 -0.339 0.172
H 2.757539 7.335986 6.114186 -0.176 0.076 0.122
C 1.485759 4.748046 2.038836 1.730 -0.160 -0.048
O 0.707879 5.630476 1.306596 -1.331 -0.119 -0.136
C -0.047221 4.933646 0.292676 0.537 0.687 0.866
C -1.072191 5.808546 -0.344024 -0.688 0.226 -0.402
N -2.395681 5.876836 0.301066 0.740 0.219 0.655
C -3.325611 6.558636 -0.550794 -0.541 0.401 0.127
C -4.648151 6.956356 0.107426 0.954 -0.639 -0.041
O -5.414671 5.769006 0.375796 -0.335 0.413 0.108
C -6.841241 5.958006 0.332356 1.212 0.219 0.543
H 2.066889 5.285546 2.788156 -0.463 0.243 0.226
H 2.278409 4.337006 1.413656 0.149 -0.363 -0.448
H 1.017509 3.875346 2.494076 -0.669 0.208 0.123
H -0.559421 4.083456 0.743156 0.189 -0.431 -0.010
H 0.657949 4.642616 -0.485874 0.037 -0.458 0.022
H -1.152901 5.424246 -1.360834 -0.306 -0.190 -0.480
H -0.656671 6.805886 -0.488064 -0.050 0.236 0.264
H -2.758211 4.956006 0.502886 0.343 -0.076 0.036
H -3.572471 5.943626 -1.416194 0.193 0.296 -0.719
H -2.824131 7.501636 -0.768444 -0.207 0.124 -0.789
H -5.184611 7.654026 -0.535674 -0.230 -0.120 -0.207
H -4.304711 7.508606 0.982176 -0.696 -0.141 0.695
H -7.098241 6.339566 -0.655794 -0.426 -0.085 0.022
H -7.137261 6.648736 1.121886 -0.117 0.364 -0.097
H -7.328761 5.017476 0.588926 0.162 -0.128 -0.433
C 4.459699 3.572146 -0.637984 -0.597 0.422 0.276
O 5.549979 3.573026 -1.500894 -0.199 0.160 -0.560
C 5.237169 3.058166 -2.791274 1.826 -0.531 -0.121
C 6.558489 3.111616 -3.602224 -0.856 0.970 -0.214
N 6.955119 4.503876 -3.889564 0.182 0.643 -0.581
C 8.245359 4.689076 -4.626074 -0.984 -1.253 -0.060
C 8.120079 4.005996 -6.008374 0.536 0.172 0.924
O 8.383579 2.610336 -5.834464 -0.273 0.149 -0.299
C 7.827819 1.751926 -6.801924 0.244 -0.715 -0.222
H 3.589479 4.067476 -1.068624 -0.121 0.352 -0.216
H 4.737989 4.112976 0.266536 0.021 -0.190 0.049
H 4.093019 2.576206 -0.389504 0.279 -0.462 0.197
H 4.409469 3.531496 -3.319434 0.007 0.664 0.194
H 4.942239 2.010966 -2.724254 0.043 -0.231 0.183
H 6.315779 2.615516 -4.541944 0.411 -0.245 0.116
H 7.391889 2.660376 -3.063774 -0.218 -0.781 0.050
H 6.917159 5.009466 -3.016044 0.302 0.168 0.028
H 9.094959 4.233306 -4.117604 0.177 -0.398 0.204
H 8.566209 5.721856 -4.762134 -0.741 0.259 0.100
H 8.861019 4.442666 -6.678004 0.113 -0.040 -0.288
H 7.123239 4.223026 -6.392194 -0.172 -0.293 -0.120
H 8.329399 1.762756 -7.769604 0.084 0.753 -0.319
H 6.752159 1.851496 -6.947324 -0.134 0.368 0.096
H 7.998439 0.712856 -6.520264 -0.024 0.070 0.664
C -2.406101 -4.957724 -2.454364 0.224 0.148 0.208
C -2.828121 -3.825874 -3.423864 1.309 0.229 0.114
C -1.598791 -3.183354 -4.206754 -0.194 -0.342 0.094
O -0.473941 -2.694934 -3.451774 -0.855 0.694 0.586
C -0.707581 -1.398894 -2.795064 -0.278 -1.554 -0.701
N -3.826971 -4.363394 -4.351264 0.235 -0.356 -0.356
H -1.797081 -4.664134 -1.599374 -0.314 0.777 0.140
H -1.768471 -5.759664 -2.826404 -0.308 0.016 -0.983
H -3.309421 -5.421044 -2.057574 -0.030 -0.072 0.078
H -3.333191 -3.050084 -2.848404 0.366 0.326 0.454
H -1.914411 -2.422454 -4.920554 -0.503 0.475 0.263
H -1.192531 -3.927794 -4.891504 0.138 -0.488 0.283
H -1.639281 -1.497654 -2.238034 -0.059 0.425 0.089
H -0.754341 -0.612264 -3.548154 -0.166 0.078 -0.017
H 0.105689 -1.189724 -2.100134 0.054 -0.291 -0.142
H -4.230501 -3.669524 -4.964304 0.283 0.365 -0.122
H -4.611411 -4.671144 -3.794454 -0.074 -0.301 0.093
```
Positions in Å, forces in eV/Å.

Output
2S+1 ... 1
HOMO energy ... -6.6 eV
Energy above the lowest of the compared OMol25 structures with the same formula, charge and spin ... 0.0000 eV
Net charge ... -1
Calculated total energy ... -162158.945 eV
Orbital gap ... 0.3107 hartree